# 1
Entry from OMol25: C42H38GeN2O2SSc as an isolated structure (wB97M-V/def2-TZVPD).

Highest occupied orbital energy (spin up / spin down), eV: -4.82 / -5.66
Total charge: 0
Energy, Ha: -5118.95570
LUMO level (spin up / spin down), Eh: 0.010 / 0.010
Largest force on an atom, hartree/bohr: 0.03059
Multiplicity: 2

Last column: Mulliken charge in e.
Geometry (Å):
Sc -0.212 0.482 -0.189  -1.006
C -5.001 -1.651 3.794  -1.435
C -3.913 -1.124 2.903  1.400
C -2.589 -1.070 3.316  -1.140
C -1.623 -0.568 2.460  -0.556
N -1.903 -0.141 1.228  0.355
C -3.172 -0.208 0.819  -0.156
C -4.193 -0.673 1.621  -1.124
H -4.600 -2.007 4.743  0.357
H -5.526 -2.477 3.310  0.341
H -5.739 -0.874 4.003  0.321
H -2.300 -1.406 4.304  0.360
H -0.592 -0.486 2.780  0.629
H -3.352 0.096 -0.202  0.413
H -5.204 -0.701 1.230  0.421
O 1.671 0.589 -1.034  0.031
S 3.100 0.770 -0.530  0.534
C 4.068 0.264 -1.917  -0.330
C 3.577 0.479 -3.198  0.102
C 4.361 0.092 -4.274  -0.611
C 5.609 -0.487 -4.058  -0.525
C 6.081 -0.696 -2.769  -0.684
C 5.300 -0.326 -1.679  -0.297
C 3.426 2.529 -0.570  0.983
C 4.375 3.105 -1.399  -0.261
C 4.566 4.480 -1.351  -0.895
C 3.814 5.265 -0.492  -0.606
C 2.870 4.675 0.343  -0.684
C 2.682 3.301 0.318  -0.177
H 2.598 0.931 -3.340  0.412
H 3.994 0.250 -5.282  0.467
H 6.217 -0.786 -4.905  0.403
H 7.047 -1.160 -2.609  0.401
H 5.642 -0.493 -0.661  0.481
H 4.951 2.506 -2.094  0.346
H 5.298 4.936 -2.005  0.439
H 3.965 6.338 -0.467  0.379
H 2.289 5.282 1.027  0.446
H 1.967 2.820 0.979  0.011
O 0.796 0.915 1.541  0.927
N 1.680 0.535 2.525  -0.197
C 2.240 -0.746 2.504  -0.384
C 3.154 -1.095 3.447  -0.971
C 3.553 -0.187 4.458  -0.432
C 2.941 1.101 4.457  -0.760
C 2.029 1.448 3.515  -0.358
H 1.907 -1.394 1.709  0.615
H 3.569 -2.095 3.404  0.390
H 4.282 -0.464 5.208  0.397
H 3.188 1.833 5.217  0.368
H 1.519 2.400 3.474  0.439
C -0.924 -0.398 -1.983  -0.818
Ge -1.150 1.264 -2.864  2.330
C -1.862 2.434 -1.370  -0.353
C -1.078 2.889 -0.297  1.068
C -1.618 3.534 0.818  -0.895
C -2.977 3.752 0.876  -0.750
C -3.786 3.333 -0.185  -0.702
C -3.242 2.681 -1.280  -0.283
C 0.286 2.295 -3.772  -0.198
C 0.941 3.414 -3.252  0.168
C 1.985 4.029 -3.944  -0.635
C 2.395 3.533 -5.175  -0.527
C 1.752 2.423 -5.716  -0.820
C 0.714 1.814 -5.019  -0.557
C -2.591 1.425 -4.201  -0.578
C -3.448 0.352 -4.441  -0.416
C -4.506 0.472 -5.342  -0.568
C -4.720 1.674 -6.007  -0.402
C -3.873 2.755 -5.776  -0.698
C -2.814 2.627 -4.882  -0.033
H -0.470 -1.130 -2.650  0.554
H 0.007 2.807 -0.350  0.041
H -0.974 3.860 1.625  0.441
H -3.412 4.252 1.733  0.407
H -4.855 3.512 -0.147  0.407
H -3.891 2.358 -2.089  0.357
H 0.643 3.825 -2.291  0.376
H 2.477 4.897 -3.517  0.461
H 3.204 4.013 -5.713  0.401
H 2.056 2.039 -6.684  0.473
H 0.218 0.951 -5.456  0.336
H -3.282 -0.581 -3.907  0.344
H -5.162 -0.372 -5.524  0.390
H -5.543 1.769 -6.708  0.363
H -4.035 3.692 -6.298  0.401
H -2.147 3.472 -4.718  0.338

# 2
Entry from OMol25: a 2-piece molecular cluster, C3H7NO2 overall (wB97M-V/def2-TZVPD).

Highest occupied orbital energy, eV: -8.56
Relative energy (zero: lowest compared OMol25 entry of this formula, charge and spin), kJ/mol: 347.6
Total charge: 0
Energy, Ha: -323.64857
LUMO level, Eh: -0.005
Largest force on an atom, hartree/bohr: 0.10988

Last column: Mulliken charge in e.
Geometry (Å):
C -0.198 -0.949 -1.067  -0.116
C 0.575 -1.903 -1.653  -0.754
N 0.224 0.181 -0.343  -0.243
H -1.255 -1.189 -1.022  0.389
H 0.155 -2.543 -2.398  0.234
H 1.479 -2.197 -1.426  0.335
H -0.111 0.096 0.718  0.357
H 1.253 0.251 -0.465  0.318
H -0.227 1.016 -0.752  0.364
O -1.289 0.884 1.749  -0.713
C -0.452 1.766 2.153  0.174
O 0.779 1.711 2.319  -0.613
H -0.934 2.877 2.187  0.267